Arrangement a

Molecular formula: C29H31N7O4SSiZr
Method: DFT, ωB97M-V/def2-TZVPD

Cartesian coordinates (Å):
Zr: -0.111 -0.101 -0.322
N: 3.600 -2.052 1.190
C: 2.332 -1.794 0.860
S: 1.901 -1.763 -0.824
N: 1.474 -1.625 1.835
N: 0.217 -1.299 1.454
C: -0.756 -1.627 2.250
C: -0.565 -2.385 3.506
C: -1.099 -3.669 3.611
C: -0.948 -4.390 4.783
C: -0.279 -3.831 5.863
C: 0.257 -2.555 5.760
C: 0.126 -1.837 4.583
C: -2.112 -1.243 1.828
C: -3.213 -1.479 2.646
C: -4.480 -1.157 2.191
C: -4.610 -0.599 0.929
C: -3.467 -0.369 0.189
N: -2.237 -0.669 0.611
H: 4.243 -2.366 0.486
H: 3.833 -2.190 2.161
H: -1.618 -4.110 2.767
H: -1.359 -5.388 4.852
H: -0.180 -4.389 6.784
H: 0.782 -2.117 6.599
H: 0.542 -0.843 4.506
H: -3.064 -1.908 3.625
H: -5.349 -1.339 2.809
H: -5.579 -0.336 0.530
H: -3.551 0.073 -0.794
O: -1.586 -2.408 -3.643
C: -1.392 -1.539 -2.703
O: -0.911 -1.790 -1.601
C: -1.798 -0.141 -3.018
C: -2.397 0.310 -4.188
C: -2.693 1.660 -4.273
C: -2.400 2.509 -3.207
C: -1.808 1.964 -2.081
N: -1.521 0.667 -2.007
C: -1.480 2.632 -0.777
O: -1.513 3.925 -0.633
O: -1.206 1.914 0.170
H: -1.279 -3.298 -3.401
H: -2.615 -0.374 -4.996
H: -3.157 2.059 -5.165
H: -2.662 3.557 -3.271
H: -1.732 4.428 -1.428
C: 0.902 1.489 3.081
C: 1.592 1.908 1.818
C: 2.577 2.868 1.825
C: 3.151 3.261 0.615
C: 2.722 2.710 -0.568
C: 1.718 1.730 -0.532
N: 1.208 1.319 0.665
N: 1.123 1.118 -1.591
Si: 2.016 1.028 -3.118
C: 1.382 -0.462 -4.095
C: 3.853 0.753 -2.813
C: 1.670 2.584 -4.124
H: 1.552 0.830 3.657
H: -0.029 0.975 2.854
H: 0.677 2.359 3.696
H: 2.890 3.315 2.757
H: 3.919 4.024 0.608
H: 3.124 3.030 -1.518
H: 1.331 -1.360 -3.477
H: 2.102 -0.672 -4.889
H: 0.424 -0.289 -4.585
H: 4.005 0.126 -1.936
H: 4.413 1.678 -2.667
H: 4.296 0.237 -3.668
H: 0.612 2.668 -4.386
H: 2.236 2.557 -5.058
H: 1.956 3.496 -3.597

Values from the calculation:
LUMO   -6.983 eV
2S+1   1
Charge   +2
Gap between HOMO and LUMO   5.99 eV


Arrangement b

Molecular formula: C29H31N7O4SSiZr
Method: DFT, ωB97M-V/def2-TZVPD

Cartesian coordinates (Å):
Zr: -0.523 0.342 0.341
N: -0.836 -3.376 2.981
C: -0.305 -2.326 2.315
S: -0.874 -0.729 2.728
N: 0.584 -2.572 1.394
N: 1.038 -1.390 0.840
C: 2.251 -1.348 0.425
C: 3.196 -2.486 0.460
C: 2.905 -3.655 -0.238
C: 3.808 -4.705 -0.233
C: 4.989 -4.603 0.490
C: 5.273 -3.447 1.202
C: 4.383 -2.383 1.181
C: 2.674 -0.055 -0.165
C: 3.905 0.085 -0.781
C: 4.257 1.328 -1.291
C: 3.359 2.373 -1.184
C: 2.119 2.131 -0.613
N: 1.767 0.942 -0.119
H: -1.329 -3.190 3.838
H: -0.329 -4.248 2.927
H: 1.968 -3.748 -0.772
H: 3.587 -5.610 -0.783
H: 5.688 -5.428 0.498
H: 6.188 -3.371 1.774
H: 4.608 -1.479 1.734
H: 4.576 -0.758 -0.845
H: 5.218 1.472 -1.765
H: 3.592 3.361 -1.552
H: 1.378 2.915 -0.566
O: -0.107 -2.751 -2.828
C: -0.498 -1.924 -1.899
O: 0.032 -0.847 -1.662
C: -1.697 -2.353 -1.125
C: -2.438 -3.507 -1.328
C: -3.591 -3.667 -0.575
C: -3.984 -2.668 0.312
C: -3.174 -1.556 0.447
N: -2.044 -1.427 -0.244
C: -3.471 -0.285 1.199
O: -4.495 -0.178 1.997
O: -2.760 0.678 0.970
H: 0.657 -2.394 -3.315
H: -2.131 -4.240 -2.061
H: -4.202 -4.551 -0.700
H: -4.912 -2.771 0.857
H: -4.958 -1.011 2.165
C: 0.516 2.178 3.706
C: -0.111 2.938 2.581
C: -0.419 4.278 2.691
C: -0.972 4.948 1.602
C: -1.202 4.293 0.411
C: -0.875 2.937 0.341
N: -0.357 2.294 1.420
N: -0.978 2.090 -0.747
Si: -1.951 2.508 -2.170
C: -2.075 0.947 -3.199
C: -1.081 3.829 -3.164
C: -3.666 3.025 -1.638
H: 1.070 2.858 4.350
H: 1.190 1.407 3.334
H: -0.244 1.684 4.314
H: -0.212 4.797 3.615
H: -1.207 6.001 1.688
H: -1.601 4.810 -0.447
H: -1.099 0.586 -3.525
H: -2.655 1.173 -4.096
H: -2.598 0.136 -2.682
H: -0.042 3.552 -3.359
H: -1.080 4.811 -2.689
H: -1.572 3.945 -4.133
H: -4.127 2.287 -0.980
H: -4.298 3.112 -2.526
H: -3.702 3.987 -1.127

Values from the calculation:
LUMO   -7.028 eV
2S+1   1
Charge   +2
Gap between HOMO and LUMO   6.29 eV


Compare the structures above. Which one is the least stable? arrangement a is.